Here is a molecular structure, C26H42NO7P4Pd from OMol25. Energies are from ωB97M-V/def2-TZVPD.

Summary:
E_tot = -84112.62570 eV
Energy relative to the best compared isomer or geometry (same formula, charge and spin) = 12.28 kcal/mol

The geometry in ORCA input format:
```
! RIJCOSX wB97M-V def2-TZVPD def2/J DEFGRID3
* xyz -1 1
Pd 0.522 1.059 -0.147
C 1.567 -1.409 -3.897
C 0.118 -1.342 -3.421
C -0.245 -2.612 -2.661
P -0.169 0.177 -2.401
C -0.097 1.570 -3.638
C -0.713 1.364 -5.022
C 1.340 2.093 -3.784
C -1.893 -0.038 -1.881
C -2.952 -0.251 -2.760
C -4.230 -0.573 -2.334
C -5.360 -0.796 -3.302
C -4.402 -0.732 -0.963
C -3.376 -0.542 -0.060
C -2.087 -0.149 -0.483
N -0.997 -0.029 0.370
C -1.089 -0.024 1.780
C -2.185 0.409 2.526
C -2.193 0.280 3.907
C -1.124 -0.265 4.603
C -1.140 -0.395 6.102
C 0.005 -0.610 3.866
C 0.051 -0.449 2.490
P 1.499 -0.577 1.410
C 1.841 -2.386 1.289
C 0.521 -3.098 0.983
C 2.504 -3.026 2.506
C 2.962 0.282 2.134
C 4.173 -0.070 1.263
C 3.273 0.197 3.624
H 1.734 -2.322 -4.476
H 1.841 -0.562 -4.521
H 2.250 -1.423 -3.043
H -0.542 -1.251 -4.290
H 0.431 -2.757 -1.817
H -1.266 -2.588 -2.278
H -0.143 -3.482 -3.315
H -0.659 2.350 -3.118
H -0.227 0.551 -5.566
H -1.784 1.169 -4.992
H -0.570 2.272 -5.614
H 1.856 1.597 -4.610
H 1.320 3.163 -3.997
H 1.931 1.963 -2.877
H -2.766 -0.192 -3.825
H -5.123 -0.386 -4.285
H -5.579 -1.859 -3.434
H -6.279 -0.317 -2.959
H -5.376 -1.023 -0.580
H -3.572 -0.735 0.979
H -3.003 0.914 2.039
H -3.057 0.639 4.457
H -2.158 -0.506 6.478
H -0.565 -1.263 6.430
H -0.708 0.485 6.586
H 0.880 -0.974 4.392
H 2.504 -2.489 0.423
H -0.105 -3.127 1.878
H -0.056 -2.590 0.211
H 0.709 -4.127 0.664
H 1.888 -2.895 3.399
H 2.611 -4.103 2.339
H 3.493 -2.623 2.711
H 2.716 1.322 1.904
H 4.518 -1.094 1.421
H 3.945 0.063 0.203
H 5.000 0.602 1.500
H 3.540 -0.809 3.952
H 4.122 0.851 3.846
H 2.432 0.542 4.223
O 0.421 3.718 -1.486
P 1.739 3.757 -0.559
O 2.722 4.698 -1.106
O 2.154 2.278 -0.358
O 1.135 4.289 0.842
P -0.077 3.622 1.696
O 0.698 2.559 2.655
O -0.726 4.645 2.534
O -0.861 2.802 0.673
H -0.373 3.585 -0.925
H 0.860 3.001 3.496
*
```